C26H39ClCrN3O4Se | the ωB97M-V functional and the def2-TZVPD basis

Atoms and positions in Å:
O: -1.531 1.934 -0.899
C: -1.714 1.433 -2.059
C: -3.209 1.154 -2.282
C: -4.011 0.798 -1.201
H: -3.545 0.557 -0.242
C: -5.403 0.777 -1.355
H: -6.029 0.548 -0.487
C: -5.962 1.042 -2.618
H: -7.051 0.997 -2.758
C: -5.132 1.351 -3.708
H: -5.560 1.537 -4.699
C: -3.752 1.424 -3.529
H: -3.074 1.683 -4.347
H: -1.377 2.049 -2.932
C: 0.559 0.273 -3.252
C: -0.560 -0.179 -2.323
H: 0.566 -0.225 -4.219
H: 1.505 0.023 -2.776
H: 0.541 1.349 -3.430
C: -1.397 -1.222 -2.769
C: -1.124 -2.226 -3.860
H: -2.378 -1.319 -2.280
H: -1.843 -2.072 -4.685
H: -1.247 -3.255 -3.477
H: -0.107 -2.201 -4.316
Cr: 0.315 -0.769 -0.650
Cl: 1.001 -2.637 -1.498
C: 1.485 -2.385 1.406
O: 1.619 -1.185 1.066
N: 2.159 -2.990 2.383
C: 3.352 -2.385 2.973
C: 1.899 -4.375 2.783
H: 0.736 -3.027 0.893
H: 3.445 -1.348 2.647
H: 4.242 -2.964 2.679
H: 3.274 -2.436 4.068
H: 0.917 -4.694 2.408
H: 1.911 -4.448 3.879
H: 2.679 -5.043 2.383
H: -3.224 3.825 2.204
H: -3.044 2.009 3.639
C: -3.077 3.067 1.422
C: -2.253 1.462 3.114
N: -2.051 2.126 1.841
H: -2.777 3.553 0.489
C: -0.830 2.064 1.240
O: -0.042 1.116 1.363
H: -1.337 1.486 3.724
H: -0.609 2.995 0.693
H: -4.034 2.549 1.266
H: -2.565 0.415 2.971
H: 4.979 2.131 -0.801
H: 3.821 4.533 -0.618
C: 4.219 1.970 -1.580
C: 3.069 4.144 -1.315
N: 2.994 2.690 -1.239
H: 4.019 0.903 -1.688
C: 1.859 2.057 -0.887
O: 1.716 0.815 -0.929
H: 2.086 4.557 -1.059
H: 1.050 2.746 -0.573
H: 4.617 2.380 -2.520
H: 3.344 4.460 -2.327
Se: -1.743 -1.624 0.767
C: -1.408 -2.117 2.564
C: -2.046 -3.269 3.098
C: -1.689 -3.788 4.343
C: -0.757 -3.122 5.149
C: -0.222 -1.907 4.703
C: -0.546 -1.409 3.441
H: -2.791 -3.774 2.483
H: -2.139 -4.722 4.691
H: -0.449 -3.537 6.113
H: 0.464 -1.347 5.348
H: -0.138 -0.453 3.105

As for the gap between HOMO and LUMO (alpha / beta): 6.404 / 7.201 eV. As for the strongest force on any atom: 4.37 eV/Å. The multiplicity is 4.

C30H48P2Ti | the ωB97M-V functional and the def2-TZVPD basis

Atoms and positions in Å:
Ti: -0.236 0.263 0.055
C: -0.872 -1.721 0.731
C: 0.498 -1.809 0.266
C: 0.453 -0.320 2.079
C: -0.902 -0.795 1.850
C: 1.312 -0.943 1.094
C: -2.008 -2.584 0.283
H: -1.795 -3.076 -0.671
H: -2.943 -2.020 0.181
H: -2.198 -3.377 1.020
C: -2.099 -0.568 2.707
H: -2.993 -0.967 2.213
H: -2.274 0.486 2.946
H: -1.979 -1.109 3.660
C: 0.988 0.437 3.250
H: 1.003 -0.213 4.142
H: 0.407 1.329 3.510
H: 2.024 0.745 3.062
C: 2.803 -0.952 1.139
H: 3.156 -1.607 1.950
H: 3.231 0.037 1.335
H: 3.238 -1.335 0.213
C: 1.050 -2.840 -0.660
H: 1.406 -3.711 -0.086
H: 1.908 -2.473 -1.239
H: 0.306 -3.209 -1.372
C: -2.150 0.959 -6.909
C: -2.028 -0.372 -6.987
C: -1.093 -1.150 -7.870
C: 0.256 -0.475 -8.237
C: 1.031 0.070 -7.074
C: 0.901 1.279 -6.511
C: -0.018 2.391 -6.923
C: -1.330 1.981 -7.642
H: -1.592 -1.421 -8.819
H: 0.081 0.295 -8.998
H: -0.889 -2.109 -7.365
H: -1.098 1.656 -8.664
H: -2.954 1.390 -6.300
H: -2.738 -1.004 -6.442
H: -1.940 2.897 -7.732
H: -0.270 2.965 -6.014
H: 1.590 1.555 -5.704
H: 0.513 3.103 -7.581
H: 0.877 -1.254 -8.712
H: 1.811 -0.607 -6.708
P: -1.187 0.100 -2.275
P: 1.557 1.453 -1.235
C: -0.341 1.336 -3.377
C: 0.746 2.201 -2.721
H: -1.125 1.975 -3.811
H: 0.087 0.758 -4.210
H: 1.567 2.373 -3.435
H: 0.354 3.184 -2.415
C: 2.329 2.728 -0.207
H: 2.993 2.259 0.537
H: 1.569 3.322 0.318
H: 2.923 3.381 -0.866
C: 2.939 0.521 -1.949
H: 3.424 1.156 -2.708
H: 2.573 -0.403 -2.419
H: 3.668 0.275 -1.164
C: -2.973 0.448 -2.270
H: -3.501 -0.329 -1.697
H: -3.333 0.430 -3.312
H: -3.177 1.429 -1.820
C: -1.140 -1.469 -3.187
H: -0.129 -1.897 -3.163
H: -1.442 -1.286 -4.234
H: -1.851 -2.176 -2.730
C: -2.463 4.725 1.246
C: -1.999 3.893 2.259
C: -1.398 2.664 1.934
C: -1.210 2.271 0.606
C: -1.689 3.119 -0.393
C: -2.307 4.340 -0.082
H: -2.947 5.668 1.490
H: -2.107 4.182 3.303
H: -1.087 2.014 2.743
H: -1.590 2.834 -1.439
H: -2.665 4.973 -0.887

As for the gap between HOMO and LUMO: 5.780 eV. As for the total charge: +2. As for the strongest force on any atom: 5.42 eV/Å. The multiplicity is 1.

C14H16N | the ωB97M-V functional and the def2-TZVPD basis

Atoms and positions in Å:
C: 0.310 3.443 -2.320
C: 1.088 2.086 -2.365
C: 2.616 2.176 -2.563
N: 0.827 1.102 -1.268
C: 0.746 1.458 -0.029
C: 0.350 0.504 0.982
C: -0.084 -0.776 0.613
C: -0.790 -1.648 1.619
C: -1.890 -2.417 1.129
C: -2.536 -3.313 2.076
C: -2.279 -3.257 3.386
C: -1.160 -2.520 3.808
C: -0.397 -1.712 2.964
C: 0.070 -1.071 -0.783
C: 0.460 -0.107 -1.649
H: -0.185 3.682 -3.279
H: 0.950 4.254 -2.103
H: -0.518 3.392 -1.535
H: 0.628 1.647 -3.162
H: 3.223 2.284 -1.710
H: 2.888 2.823 -3.421
H: 2.970 1.265 -2.957
H: 0.903 2.439 0.358
H: 0.299 0.780 2.016
H: -2.191 -2.464 0.077
H: -3.413 -3.992 1.875
H: -2.837 -3.863 4.200
H: -0.788 -2.630 4.832
H: 0.536 -1.175 3.171
H: -0.176 -2.040 -1.232
H: 0.379 -0.349 -2.730

As for the gap between HOMO and LUMO: 8.248 eV. As for the total charge: +1. As for the strongest force on any atom: 5.19 eV/Å. As for the SMILES: CC(C)[n+]1ccc(-c2ccccc2)cc1. The multiplicity is 1.

Q: What is the multiplicity in the third record?
A: 1